Record 1
ORCA calculation (ωB97M-V/def2-TZVPD) on an isolated molecule of C12H12N2O in a non-equilibrium geometry.

Structure (XYZ):
```
27
Properties=species:S:1:pos:R:3:forces:R:3:nbo_charge:R:1
O 0.5071 -2.8426 3.3499 -2.533 1.825 -1.465 -0.67
C -0.4568 -1.9577 2.6672 -0.683 3.016 1.800 0.04
C -1.5672 -2.5026 1.8296 -6.788 -3.288 3.936 -0.46
C -0.4765 -1.9596 1.2059 4.511 0.149 -5.355 -0.14
N -0.8201 -0.7701 0.3214 1.905 -3.937 5.385 -0.57
C 0.2223 -0.0151 -0.0159 0.198 1.936 -1.483 0.24
C 1.5171 0.0188 0.6649 -7.826 -4.424 0.326 -0.30
C 2.3080 0.9152 0.2638 6.491 9.472 -1.668 -0.17
C 1.8899 1.9885 -0.5908 2.257 0.651 0.497 -0.22
C 0.7286 1.9680 -1.2312 -2.105 -0.700 -2.547 -0.12
C 0.4060 2.8445 -2.3361 -2.076 2.238 -2.260 0.09
N -0.6187 2.7042 -3.2429 2.450 -0.437 0.342 -0.43
C -1.3888 1.4742 -3.3154 1.957 1.223 3.976 -0.04
C -1.2103 0.8261 -2.0923 -1.570 -4.443 0.008 -0.19
C -0.1256 0.9082 -1.0330 -1.237 0.306 -2.543 -0.09
H 1.0858 -2.0985 3.3082 2.423 -0.013 0.903 0.47
H -0.5807 -0.7729 3.0776 0.240 -3.651 -0.480 0.19
H -2.5397 -1.8392 1.8497 2.027 -1.372 -0.079 0.24
H -1.8860 -3.6474 2.0062 1.193 2.682 -0.857 0.25
H 0.3418 -2.7164 0.7838 -1.723 1.724 0.527 0.22
H -1.4865 -1.1184 -0.2826 -1.396 0.008 -1.970 0.40
H 1.4433 -0.5225 1.5721 1.164 -0.778 0.536 0.22
H 3.2965 1.3031 0.7029 -1.303 -1.754 -0.100 0.23
H 2.3117 2.9630 -0.8953 1.598 -0.920 1.025 0.21
H 1.0596 3.8632 -2.4207 -1.768 -2.473 0.029 0.19
H -2.1052 1.1330 -4.1655 1.552 1.214 1.733 0.24
H -1.8557 -0.1472 -1.9815 1.042 1.746 -0.217 0.17
```
Positions in Å, forces in eV/Å.

Properties
highest occupied orbital energy	-0.2803	Ha
orbital gap	0.2861	hartree
SMILES	O[C@@H]1C[C@H]1Nc1cccc2cnccc12
energy above the lowest of the compared OMol25 structures with the same formula, charge and spin	158.5	kcal/mol
maximum force	0.2256	hartree/bohr

=====

Record 2
ORCA calculation (ωB97M-V/def2-TZVPD) on a structure of composition C42H31CrN5O5PS2.

Structure (XYZ):
```
87
Properties=species:S:1:pos:R:3:forces:R:3:mulliken_spin:R:1
Cr 1.8189 0.0738 -0.2561 0.001 0.134 0.103 1.18
O 3.6691 -0.9886 -1.9840 -0.253 -0.021 0.006 -0.04
C 2.5205 -0.5857 -1.9964 0.031 0.264 -0.171 -0.01
C 1.6649 -0.6725 -3.2337 0.160 0.040 0.068 -0.05
C 2.2054 -0.8017 -4.5091 0.037 0.028 -0.028 -0.01
C 1.3610 -0.8924 -5.6014 0.009 -0.006 0.015 0.00
C -0.0216 -0.8910 -5.4201 -0.039 -0.003 -0.019 0.00
C -0.5607 -0.7826 -4.1480 -0.017 -0.030 -0.041 0.00
C 0.2890 -0.6462 -3.0520 -0.205 0.025 0.029 -0.02
P -0.2320 -0.5810 -1.3063 -0.052 -0.180 -0.222 -0.04
C -1.5840 0.6357 -1.1869 0.040 0.011 0.217 0.00
C -1.9406 1.5149 -2.2032 -0.010 0.038 -0.005 0.00
C -2.9239 2.4751 -1.9873 0.038 -0.026 -0.027 0.00
C -3.5529 2.5713 -0.7551 0.006 0.018 0.011 0.00
C -3.1826 1.7168 0.2774 0.064 -0.040 -0.014 0.00
C -2.1955 0.7644 0.0639 -0.037 0.011 -0.029 -0.01
C -1.0363 -2.2147 -1.1141 0.076 -0.069 0.002 0.01
C -0.2368 -3.3205 -1.4193 -0.072 0.025 -0.005 0.00
C -0.7589 -4.6025 -1.3641 0.056 0.031 0.046 0.00
C -2.0733 -4.8018 -0.9577 -0.038 -0.040 0.012 0.00
C -2.8645 -3.7141 -0.6271 0.012 0.060 0.007 0.00
C -2.3541 -2.4218 -0.7192 0.063 -0.044 -0.034 0.00
H 3.2825 -0.8226 -4.6197 -0.023 0.005 -0.007 0.00
H 1.7715 -0.9742 -6.6007 -0.012 -0.002 0.038 0.00
H -0.6777 -0.9836 -6.2793 0.045 0.004 0.076 0.00
H -1.6357 -0.8208 -4.0069 0.039 0.017 -0.008 0.00
H -1.4366 1.4730 -3.1602 -0.020 -0.013 0.006 0.00
H -3.1892 3.1578 -2.7862 0.017 -0.037 0.029 0.00
H -4.3200 3.3204 -0.5948 0.035 -0.050 0.000 0.00
H -3.6598 1.7956 1.2476 0.029 -0.008 -0.039 0.00
H -1.8905 0.1063 0.8737 -0.059 0.032 -0.056 0.00
H 0.7954 -3.1689 -1.7128 0.018 -0.033 0.004 0.00
H -0.1354 -5.4500 -1.6242 -0.008 0.041 0.010 0.00
H -2.4790 -5.8062 -0.8966 0.035 0.076 -0.008 0.00
H -3.8854 -3.8651 -0.2978 0.036 0.019 -0.015 0.00
H -2.9962 -1.5827 -0.4921 -0.024 0.015 0.018 0.00
N 1.9461 2.5652 3.3077 0.039 0.110 0.089 0.00
C 0.6845 2.2020 3.7214 -0.033 -0.063 -0.042 0.00
C 0.2181 1.3555 2.7604 -0.115 -0.112 -0.097 0.00
N 1.1590 1.2053 1.7730 -0.021 -0.160 -0.192 -0.01
C 2.1823 1.9367 2.1322 0.206 0.131 0.017 0.02
C 3.3835 1.9645 1.3140 -0.232 0.056 0.158 0.01
N 3.5065 1.1295 0.3120 0.239 -0.324 -0.281 -0.02
C 4.6993 1.4126 -0.3113 -0.051 -0.120 0.094 0.00
C 5.3017 2.4379 0.3415 -0.001 -0.015 0.091 0.00
N 4.4491 2.7761 1.3756 0.337 0.261 0.043 0.00
H 2.5740 3.1637 3.8126 0.034 0.013 0.011 0.00
H 0.2498 2.5678 4.6378 0.059 -0.039 -0.107 0.00
H -0.7318 0.8430 2.7211 0.135 0.076 0.018 0.00
H 5.0172 0.8697 -1.1842 -0.059 0.001 0.051 0.00
H 6.2250 2.9608 0.1574 -0.124 -0.002 0.028 0.00
H 4.5924 3.5280 2.0227 0.026 0.100 0.029 0.00
O 4.3798 4.7825 -2.0778 0.101 0.008 0.027 0.00
S 3.2253 4.2805 -2.7729 -0.213 -0.007 -0.029 0.00
O 3.2183 4.3100 -4.2061 0.073 0.045 -0.021 0.00
N 2.8459 2.7880 -2.2234 -0.211 -0.010 0.055 0.01
C 1.7114 2.8041 -1.5685 0.326 -0.250 0.016 0.01
O 1.1883 1.8049 -0.9851 -0.223 0.160 -0.240 -0.04
C 1.0321 4.1306 -1.4843 -0.005 -0.035 0.026 0.00
C -0.1418 4.4465 -0.8284 -0.149 0.019 0.048 0.00
C -0.5577 5.7750 -0.8527 0.022 -0.032 -0.025 0.00
C 0.1946 6.7451 -1.5149 -0.038 -0.021 0.020 0.00
C 1.3798 6.4159 -2.1666 0.031 0.019 -0.071 0.00
C 1.7725 5.0935 -2.1359 0.017 0.064 0.060 0.00
H -0.7115 3.6699 -0.3253 0.051 0.095 -0.031 0.00
H -1.4770 6.0605 -0.3538 0.052 -0.011 -0.030 0.00
H -0.1471 7.7736 -1.5232 0.004 -0.052 0.012 0.00
H 1.9679 7.1681 -2.6789 -0.030 -0.047 0.038 0.00
C -5.1206 -5.6376 5.3455 0.069 -0.037 0.095 0.00
C -3.9518 -5.0910 4.5615 0.012 0.017 -0.035 0.00
O -4.0561 -4.5944 3.4745 0.081 -0.024 0.087 0.00
S -2.4022 -5.2563 5.4572 -0.069 -0.029 -0.053 0.00
C -1.2726 -4.4289 4.3739 -0.050 0.072 -0.003 0.01
C -0.9468 -4.9731 3.1376 0.084 0.025 -0.051 0.00
C -0.1008 -4.2867 2.2820 -0.051 -0.072 -0.008 0.01
C 0.4342 -3.0482 2.6435 0.077 0.129 -0.130 -0.01
C 0.1455 -2.5405 3.9146 -0.050 -0.013 0.065 0.01
C -0.7103 -3.2199 4.7709 0.104 0.035 -0.102 0.00
C 1.1905 -2.2657 1.6985 -0.020 -0.344 0.289 0.05
C 1.7365 -1.5493 0.8776 -0.315 -0.007 0.290 -0.04
H -5.7918 -6.1686 4.6731 0.028 0.008 -0.026 0.00
H -5.6625 -4.7935 5.7743 0.001 0.003 0.000 0.00
H -4.7977 -6.2934 6.1548 -0.034 0.034 -0.048 0.00
H -1.3681 -5.9254 2.8404 0.006 0.042 0.001 0.00
H 0.1437 -4.6971 1.3126 -0.048 0.009 -0.040 0.00
H 0.5873 -1.5978 4.2144 -0.049 -0.011 -0.008 0.00
H -0.9490 -2.8132 5.7466 0.001 0.007 -0.058 0.00
```
Positions in Å, forces in eV/Å.

Properties
highest occupied orbital energy (spin up / spin down)	-0.2899 / -0.2818	Ha
orbital gap (spin up / spin down)	0.2845 / 0.2799	hartree
expectation value of S²	0.779
2S+1	2
energy above the lowest of the compared OMol25 structures with the same formula, charge and spin	6.8	kcal/mol
maximum force	0.0095	hartree/bohr